1.
The following is a DFT calculation (the ωB97M-V functional and the def2-TZVPD basis) of one molecule with the formula C18H17N5O at a distorted geometry.

Results
- lowest unoccupied orbital energy (eV) = -0.0452
- relative energy (zero: lowest compared OMol25 entry of this formula, charge and spin) (kcal/mol) = 2.70
- spin multiplicity = 1
- molar mass (g mol⁻¹) = 319.37
- HOMO-LUMO gap (hartree) = 0.2896
- DFT total energy (eV) = -28441.139
- highest occupied orbital energy (eV) = -7.924

Each atom is followed by the atoms it is bonded to, with distances in Å.
Atoms and positions in Å:
1 O 1.237 0.000 5.571  C4 1.208
2 N 1.799 0.331 1.657  C5 1.323, C6 1.379
3 N -0.527 0.252 1.404  C5 1.367, C8 1.290
4 C 1.425 0.140 4.386  O1 1.208, C7 1.444, N19 1.349
5 C 0.591 0.255 2.191  N2 1.323, N3 1.367, N19 1.348
6 C 2.892 0.361 2.499  N2 1.379, C7 1.357, C22 1.480
7 C 2.759 0.244 3.845  C4 1.444, C6 1.357, C23 1.511
8 C -0.581 -0.394 0.289  N3 1.290, N20 1.329, N21 1.344
9 C -4.041 1.711 -4.497  C11 1.412, C13 1.377, H25 1.096
10 C -2.037 -2.521 -3.297  C12 1.383, C14 1.398, H26 1.077
11 C -3.707 2.268 -3.243  C9 1.412, C15 1.418, H27 1.093
12 C -1.715 -2.023 -2.047  C10 1.383, C16 1.429, H28 1.086
13 C -3.721 0.404 -4.789  C9 1.377, C17 1.405, H29 1.105
14 C -2.765 -1.727 -4.189  C10 1.398, C17 1.390, H30 1.079
15 C -3.044 1.456 -2.289  C11 1.418, C18 1.402, H31 1.073
16 C -2.058 -0.691 -1.660  C12 1.429, C18 1.398, N21 1.397
17 C -3.073 -0.415 -3.848  C13 1.405, C14 1.390, C18 1.421
18 C -2.747 0.115 -2.570  C15 1.402, C16 1.398, C17 1.421
19 N 0.390 0.151 3.520  C4 1.349, C5 1.348, H32 1.023
20 N 0.427 -1.127 -0.172  C8 1.329, H33 1.001, H34 1.007
21 N -1.697 -0.158 -0.421  C8 1.344, C16 1.397, H35 1.001
22 C 4.310 0.487 2.096  C6 1.480, C24 1.548, H36 1.086, H37 1.104
23 C 4.121 0.134 4.489  C7 1.511, C24 1.513, H38 1.094, H39 1.090
24 C 5.121 0.502 3.415  C22 1.548, C23 1.513, H40 1.072, H41 1.087
25 H -4.525 2.341 -5.252  C9 1.096
26 H -1.686 -3.495 -3.589  C10 1.077
27 H -4.008 3.286 -2.981  C11 1.093
28 H -1.277 -2.730 -1.348  C12 1.086
29 H -4.073 0.010 -5.760  C13 1.105
30 H -2.996 -2.081 -5.182  C14 1.079
31 H -2.739 1.956 -1.390  C15 1.073
32 H -0.557 -0.029 3.863  N19 1.023
33 H 0.475 -1.101 -1.171  N20 1.001
34 H 1.216 -0.804 0.364  N20 1.007
35 H -2.171 0.674 -0.127  N21 1.001
36 H 4.459 1.400 1.528  C22 1.086
37 H 4.575 -0.392 1.483  C22 1.104
38 H 4.206 0.830 5.328  C23 1.094
39 H 4.288 -0.879 4.857  C23 1.090
40 H 5.518 1.476 3.620  C24 1.072
41 H 5.936 -0.216 3.417  C24 1.087


2.
The following is a DFT calculation (the ωB97M-V functional and the def2-TZVPD basis) of one molecule with the formula C24H28N2O2.

Results
- lowest unoccupied orbital energy (eV) = 0.6757
- relative energy (zero: lowest compared OMol25 entry of this formula, charge and spin) (kcal/mol) = 54.30
- spin multiplicity = 1
- molar mass (g mol⁻¹) = 376.50
- HOMO-LUMO gap (hartree) = 0.2985
- DFT total energy (eV) = -32417.463
- highest occupied orbital energy (eV) = -7.447

Each atom is followed by the atoms it is bonded to, with distances in Å.
Atoms and positions in Å:
1 C 1.877 -7.202 -1.093  C2 1.499, H54 1.087, H55 1.090, H56 1.090
2 C 1.547 -5.798 -0.685  C1 1.499, C3 1.385, C7 1.391
3 C 0.348 -5.480 -0.068  C2 1.385, C4 1.383, H53 1.082
4 C 0.045 -4.181 0.298  C3 1.383, C5 1.397, H52 1.079
5 C 0.941 -3.135 0.065  C4 1.397, C6 1.401, N10 1.391
6 C 2.160 -3.467 -0.541  C5 1.401, C7 1.378, H9 1.079
7 C 2.448 -4.763 -0.910  C2 1.391, C6 1.378, H8 1.081
8 H 3.399 -4.980 -1.377  C7 1.081
9 H 2.903 -2.703 -0.708  C6 1.079
10 N 0.711 -1.827 0.479  C5 1.391, C11 1.444, C16 1.448
11 C -0.470 -1.494 1.241  N10 1.444, H12 1.090, C13 1.532, H51 1.094
12 H -0.708 -2.298 1.937  C11 1.090
13 C -1.668 -1.180 0.339  C11 1.532, N14 1.452, H49 1.092, H50 1.107
14 N -1.329 -0.086 -0.554  C13 1.452, C15 1.452, C21 1.449
15 C -0.158 -0.427 -1.340  N14 1.452, C16 1.533, H19 1.092, H20 1.107
16 C 1.025 -0.730 -0.413  N10 1.448, C15 1.533, H17 1.088, H18 1.094
17 H 1.901 -0.962 -1.016  C16 1.088
18 H 1.239 0.156 0.193  C16 1.094
19 H 0.094 0.425 -1.975  C15 1.092
20 H -0.340 -1.309 -1.984  C15 1.107
21 C -2.455 0.332 -1.364  N14 1.449, H22 1.107, C23 1.539, H48 1.093
22 H -3.090 -0.530 -1.649  C21 1.107
23 C -3.336 1.370 -0.646  C21 1.539, O24 1.411, C26 1.531, H47 1.100
24 O -4.577 1.528 -1.298  C23 1.411, H25 0.964
25 H -5.008 0.669 -1.364  O24 0.964
26 C -2.686 2.756 -0.631  C23 1.531, O27 1.403, H45 1.099, H46 1.098
27 O -1.579 2.718 0.230  C26 1.403, C28 1.359
28 C -0.719 3.770 0.239  O27 1.359, C29 1.374, C37 1.426
29 C -0.905 4.955 -0.432  C28 1.374, C30 1.404, H44 1.079
30 C 0.057 5.973 -0.353  C29 1.404, C31 1.365, H43 1.080
31 C 1.195 5.816 0.383  C30 1.365, C32 1.411, H42 1.080
32 C 1.421 4.616 1.091  C31 1.411, C33 1.411, C37 1.416
33 C 2.581 4.405 1.866  C32 1.411, C34 1.367, H41 1.081
34 C 2.774 3.231 2.538  C33 1.367, C35 1.403, H40 1.081
35 C 1.812 2.211 2.474  C34 1.403, C36 1.368, H39 1.081
36 C 0.674 2.386 1.736  C35 1.368, C37 1.408, H38 1.079
37 C 0.456 3.582 1.026  C28 1.426, C32 1.416, C36 1.408
38 H -0.085 1.623 1.674  C36 1.079
39 H 1.979 1.290 3.013  C35 1.081
40 H 3.668 3.081 3.126  C34 1.081
41 H 3.317 5.195 1.917  C33 1.081
42 H 1.933 6.603 0.437  C31 1.080
43 H -0.121 6.892 -0.892  C30 1.080
44 H -1.792 5.126 -1.023  C29 1.079
45 H -3.434 3.483 -0.284  C26 1.099
46 H -2.388 3.024 -1.653  C26 1.098
47 H -3.487 1.058 0.398  C23 1.100
48 H -2.086 0.781 -2.289  C21 1.093
49 H -2.519 -0.884 0.956  C13 1.092
50 H -1.949 -2.085 -0.233  C13 1.107
51 H -0.234 -0.599 1.824  C11 1.094
52 H -0.911 -3.997 0.764  C4 1.079
53 H -0.375 -6.259 0.127  C3 1.082
54 H 1.056 -7.877 -0.863  C1 1.087
55 H 2.768 -7.551 -0.571  C1 1.090
56 H 2.079 -7.253 -2.163  C1 1.090


3.
The following is a DFT calculation (the ωB97M-V functional and the def2-TZVPD basis) of a 4-piece molecular cluster, C20H54BNO4P3S overall.

Results
- lowest unoccupied orbital energy (eV) = -4.2349
- spin multiplicity = 1
- molar mass (g mol⁻¹) = 508.46
- HOMO-LUMO gap (hartree) = 0.2861
- DFT total energy (eV) = -70670.975
- charge = +1
- highest occupied orbital energy (eV) = -12.021

Each atom is followed by the atoms it is bonded to, with distances in Å.
Atoms and positions in Å:
1 C -5.931 -0.220 4.326  C2 1.545, H13 1.089, H14 1.088, H15 1.095
2 C -6.817 0.620 3.380  C1 1.545, B3 1.541, H16 1.092, H17 1.092
3 B -6.386 2.098 3.442  C2 1.541, O4 1.335, S5 1.958
4 O -6.994 3.070 4.127  B3 1.335, H18 0.967
5 S -4.727 2.649 2.561  B3 1.958, P6 2.141, P11 2.229
6 P -4.107 0.989 1.359  S5 2.141, P7 2.216, H19 1.412
7 P -2.857 2.284 0.067  P6 2.216, O8 1.457, O9 1.574, O10 1.590
8 O -2.209 3.325 0.856  P7 1.457
9 O -3.794 2.824 -1.077  P7 1.574, H20 0.967
10 O -1.917 1.245 -0.685  P7 1.590, H21 0.971
11 P -3.262 2.878 4.226  S5 2.229, N12 1.517, H22 1.405, H23 1.406
12 N -2.055 3.757 3.963  P11 1.517, H24 1.014
13 H -5.914 -1.267 4.027  C1 1.089
14 H -6.305 -0.177 5.347  C1 1.088
15 H -4.889 0.118 4.332  C1 1.095
16 H -6.789 0.220 2.365  C2 1.092
17 H -7.860 0.577 3.702  C2 1.092
18 H -6.826 3.983 3.855  O4 0.967
19 H -3.055 0.492 2.160  P6 1.412
20 H -4.477 2.227 -1.411  O9 0.967
21 H -1.525 0.597 -0.076  O10 0.971
22 H -4.179 3.312 5.198  P11 1.405
23 H -3.041 1.526 4.546  P11 1.406
24 H -1.889 4.182 3.058  N12 1.014
25 C 2.892 1.481 -5.326  C26 1.525, H31 1.092, H32 1.090, H33 1.092
26 C 2.258 2.869 -5.330  C25 1.525, C27 1.528, H34 1.094, H35 1.092
27 C 1.981 3.415 -3.930  C26 1.528, C28 1.530, H36 1.093, H37 1.094
28 C 0.999 2.585 -3.102  C27 1.530, C29 1.528, H38 1.096, H39 1.094
29 C -0.374 2.387 -3.742  C28 1.528, C30 1.526, H40 1.093, H41 1.093
30 C -1.135 3.690 -3.966  C29 1.526, H42 1.093, H43 1.091, H44 1.090
31 H 2.235 0.739 -4.869  C25 1.092
32 H 3.103 1.148 -6.342  C25 1.090
33 H 3.835 1.483 -4.774  C25 1.092
34 H 1.336 2.848 -5.917  C26 1.094
35 H 2.927 3.563 -5.844  C26 1.092
36 H 1.614 4.441 -4.015  C27 1.093
37 H 2.926 3.480 -3.382  C27 1.094
38 H 0.869 3.071 -2.128  C28 1.096
39 H 1.437 1.605 -2.891  C28 1.094
40 H -0.967 1.740 -3.090  C29 1.093
41 H -0.275 1.853 -4.690  C29 1.093
42 H -1.274 4.228 -3.024  C30 1.093
43 H -2.122 3.500 -4.391  C30 1.091
44 H -0.609 4.353 -4.654  C30 1.090
45 C 5.375 -1.281 -6.550  C46 1.525, H51 1.091, H52 1.090, H53 1.092
46 C 5.766 -2.347 -5.531  C45 1.525, C47 1.528, H54 1.093, H55 1.093
47 C 5.625 -1.877 -4.084  C46 1.528, C48 1.530, H56 1.093, H57 1.096
48 C 6.510 -0.688 -3.705  C47 1.530, C49 1.528, H58 1.095, H59 1.094
49 C 8.006 -0.909 -3.917  C48 1.528, C50 1.525, H60 1.093, H61 1.093
50 C 8.579 -2.046 -3.077  C49 1.525, H62 1.092, H63 1.090, H64 1.091
51 H 6.017 -0.402 -6.479  C45 1.091
52 H 5.453 -1.664 -7.568  C45 1.090
53 H 4.344 -0.960 -6.388  C45 1.092
54 H 6.789 -2.682 -5.722  C46 1.093
55 H 5.130 -3.226 -5.672  C46 1.093
56 H 5.834 -2.717 -3.415  C47 1.093
57 H 4.580 -1.602 -3.903  C47 1.096
58 H 6.333 -0.446 -2.652  C48 1.095
59 H 6.198 0.194 -4.271  C48 1.094
60 H 8.530 0.017 -3.666  C49 1.093
61 H 8.212 -1.095 -4.975  C49 1.093
62 H 8.414 -1.865 -2.013  C50 1.092
63 H 9.653 -2.145 -3.235  C50 1.090
64 H 8.123 -3.004 -3.329  C50 1.091
65 C -2.606 -2.456 3.306  C66 1.526, H71 1.089, H72 1.095, H73 1.093
66 C -2.578 -1.939 4.742  C65 1.526, C67 1.527, H74 1.094, H75 1.099
67 C -1.439 -2.513 5.581  C66 1.527, C68 1.530, H76 1.093, H77 1.094
68 C -1.491 -4.031 5.766  C67 1.530, C69 1.528, H78 1.093, H79 1.093
69 C -2.779 -4.556 6.398  C68 1.528, C70 1.526, H80 1.092, H81 1.095
70 C -3.028 -4.026 7.807  C69 1.526, H82 1.091, H83 1.090, H84 1.092
71 H -2.763 -3.533 3.267  C65 1.089
72 H -3.418 -1.994 2.735  C65 1.095
73 H -1.666 -2.236 2.794  C65 1.093
74 H -3.539 -2.143 5.221  C66 1.094
75 H -2.471 -0.846 4.720  C66 1.099
76 H -1.438 -2.023 6.558  C67 1.093
77 H -0.485 -2.250 5.114  C67 1.094
78 H -0.642 -4.329 6.388  C68 1.093
79 H -1.341 -4.524 4.802  C68 1.093
80 H -2.724 -5.646 6.434  C69 1.092
81 H -3.637 -4.320 5.761  C69 1.095
82 H -2.199 -4.281 8.470  C70 1.091
83 H -3.936 -4.454 8.231  C70 1.090
84 H -3.143 -2.940 7.818  C70 1.092


4.
The following is a DFT calculation (the ωB97M-V functional and the def2-TZVPD basis) of one molecule with the formula C4H7N3 at a distorted geometry.

Results
- lowest unoccupied orbital energy (eV) = 1.1226
- relative energy (zero: lowest compared OMol25 entry of this formula, charge and spin) (kcal/mol) = 75.86
- spin multiplicity = 1
- molar mass (g mol⁻¹) = 97.12
- HOMO-LUMO gap (hartree) = 0.3208
- DFT total energy (eV) = -8728.390
- highest occupied orbital energy (eV) = -7.606

Each atom is followed by the atoms it is bonded to, with distances in Å.
Atoms and positions in Å:
1 C -1.490 0.285 -1.649  N2 1.448, H8 1.128, H9 1.127, H10 1.079
2 N -0.143 -0.175 -1.376  C1 1.448, C3 1.339, H11 1.053
3 C 0.156 -0.261 -0.074  N2 1.339, N4 1.330, C7 1.436
4 N 1.086 -1.191 0.118  C3 1.330, N5 1.350
5 N 1.634 -0.836 1.299  N4 1.350, C6 1.333, H12 1.046
6 C 0.990 0.235 1.761  N5 1.333, C7 1.372, H13 1.101
7 C -0.149 0.556 1.067  C3 1.436, C6 1.372, H14 1.155
8 H -2.217 0.015 -0.830  C1 1.128
9 H -1.601 1.398 -1.785  C1 1.127
10 H -1.764 -0.235 -2.553  C1 1.079
11 H 0.689 -0.615 -1.848  N2 1.053
12 H 1.862 -1.525 2.052  N5 1.046
13 H 1.687 0.957 2.213  C6 1.101
14 H -0.738 1.392 1.604  C7 1.155